51
Properties=species:S:1:pos:R:3:lowdin_spin:R:1 method="wB97M-V/def2-TZVPD" homo_lumo_gap_ev="6.1 / 5.3" spin_multiplicity=2 charge=-1
V -0.640 -0.068 0.090 1.02
C -1.950 -3.489 1.169 0.00
C -0.738 -3.411 0.289 -0.01
C -0.055 -4.540 -0.157 0.00
C 1.047 -4.365 -0.984 -0.02
C 1.456 -3.095 -1.349 0.00
C 0.731 -1.997 -0.862 -0.01
N -0.352 -2.194 -0.068 0.00
N 0.957 -0.669 -1.062 0.00
Si 2.169 0.098 -1.999 0.00
C 2.113 -0.452 -3.797 0.00
C 3.895 -0.244 -1.340 0.00
C 1.852 1.938 -1.935 0.00
H -2.856 -3.482 0.558 0.00
H -1.982 -2.619 1.824 0.00
H -1.944 -4.400 1.768 0.00
H -0.370 -5.530 0.145 0.00
H 1.595 -5.230 -1.338 0.00
H 2.319 -2.937 -1.981 0.00
H 2.308 -1.520 -3.908 0.00
H 2.851 0.086 -4.399 0.00
H 1.124 -0.251 -4.215 0.00
H 4.114 -1.314 -1.325 0.00
H 3.986 0.129 -0.317 0.00
H 4.655 0.250 -1.952 0.00
H 0.853 2.163 -2.319 0.00
H 2.577 2.488 -2.541 0.00
H 1.913 2.306 -0.910 0.00
F -2.466 6.384 -0.908 0.00
C -2.545 5.047 -0.867 0.00
C -3.687 4.395 -1.297 0.00
F -4.720 5.115 -1.756 0.00
C -3.761 3.015 -1.255 0.00
F -4.896 2.450 -1.688 0.00
C -2.717 2.216 -0.789 0.00
S -2.801 0.462 -0.749 -0.02
C -1.597 2.920 -0.368 0.00
F -0.530 2.222 0.108 0.02
C -1.485 4.294 -0.396 0.00
F -0.369 4.900 0.024 0.00
Br 0.552 -0.163 6.833 0.00
C 0.196 -0.117 4.953 0.01
C -1.004 0.395 4.502 0.00
C -1.246 0.422 3.129 0.01
C -0.328 -0.051 2.180 -0.01
C 0.869 -0.569 2.709 0.00
C 1.145 -0.603 4.070 0.00
H -1.737 0.766 5.208 0.00
H -2.198 0.828 2.797 0.00
H 1.622 -0.971 2.034 0.00
H 2.078 -1.008 4.441 0.00

80
Properties=species:S:1:pos:R:3:mulliken_charge:R:1 method="wB97M-V/def2-TZVPD" homo_lumo_gap_ev=7.9 spin_multiplicity=1 charge=+1
C 1.291 -1.340 4.857 -0.80
C 2.415 -0.343 4.456 -0.41
C 1.905 0.987 3.897 -1.28
C 1.322 0.898 2.454 0.53
C 2.396 0.324 1.510 -0.88
C 2.088 0.393 -0.028 -0.37
C 0.976 1.372 -0.449 -1.40
C -0.467 0.852 -0.286 -0.27
C -0.704 -0.597 -0.795 -1.11
N -1.235 -1.415 0.327 0.16
C -0.454 -1.991 1.233 -0.19
C -0.979 -2.700 2.278 -0.82
C -2.341 -2.817 2.416 0.48
C -2.980 -3.558 3.579 0.03
O -2.805 -4.717 3.848 -0.49
O -3.792 -2.804 4.381 -0.27
O -3.562 -1.425 4.159 -0.11
C -4.847 -0.776 4.133 -0.48
C -4.838 0.494 3.263 -0.27
O -5.032 1.672 4.016 -0.41
C -6.301 2.272 3.803 -0.25
C -7.392 1.672 4.719 -1.03
C -3.131 -2.229 1.442 0.35
F -4.449 -2.316 1.465 -0.40
C -2.561 -1.536 0.422 0.17
H 1.500 -2.359 4.503 0.20
H 1.265 -1.425 5.948 0.42
H 0.300 -1.029 4.504 0.07
H 3.131 -0.856 3.810 0.28
H 2.965 -0.104 5.375 0.44
H 2.758 1.679 3.834 0.41
H 1.161 1.459 4.550 0.37
H 0.981 1.902 2.184 0.45
H 0.427 0.259 2.533 -0.40
H 3.340 0.818 1.765 0.55
H 2.537 -0.737 1.755 0.09
H 1.951 -0.633 -0.386 0.34
H 3.007 0.752 -0.508 0.39
H 1.086 2.316 0.093 0.45
H 1.140 1.619 -1.507 0.43
H -1.135 1.520 -0.845 0.51
H -0.792 0.935 0.757 0.20
H -1.492 -0.569 -1.551 0.39
H 0.160 -1.059 -1.272 0.66
H 0.622 -1.887 1.133 0.40
H -0.332 -3.146 3.024 0.69
H -5.091 -0.482 5.160 0.37
H -5.594 -1.470 3.738 0.31
H -3.891 0.619 2.712 0.13
H -5.624 0.383 2.503 0.34
H -6.623 2.258 2.753 0.30
H -6.215 3.328 4.083 0.37
H -8.138 2.432 4.976 0.39
H -6.956 1.317 5.657 0.27
H -7.932 0.869 4.202 0.26
H -3.206 -1.059 -0.309 0.42
C 4.374 0.464 -4.038 -0.76
O 4.572 -0.588 -3.087 -0.26
C 4.787 -1.786 -3.634 0.74
O 4.822 -2.029 -4.809 -0.53
O 4.954 -2.668 -2.645 -0.31
C 5.198 -4.005 -3.091 -0.65
H 4.211 1.381 -3.478 0.24
H 5.257 0.588 -4.662 0.37
H 3.496 0.269 -4.653 0.35
H 6.113 -4.054 -3.678 0.30
H 4.354 -4.378 -3.669 0.30
H 5.317 -4.621 -2.203 0.21
C 0.354 4.131 -6.624 -0.62
O 0.902 3.665 -7.856 -0.32
C 1.892 2.783 -7.720 0.82
O 2.334 2.371 -6.677 -0.53
O 2.307 2.438 -8.934 -0.31
C 3.377 1.489 -8.945 -0.60
H -0.435 4.836 -6.872 0.22
H -0.076 3.305 -6.058 0.27
H 1.113 4.643 -6.034 0.29
H 3.070 0.557 -8.474 0.28
H 4.256 1.895 -8.449 0.28
H 3.619 1.293 -9.986 0.21

120
Properties=species:S:1:pos:R:3:mulliken_charge:R:1 method="wB97M-V/def2-TZVPD" homo_lumo_gap_ev=7.8 spin_multiplicity=1 charge=+1
C -3.540 -3.437 -5.244 -1.18
C -4.111 -3.904 -3.889 -0.23
C -3.467 -5.238 -3.517 -0.46
C -3.781 -5.761 -2.112 -0.84
C -3.458 -4.730 -1.012 0.00
C -2.374 -5.169 0.033 -1.92
C -1.139 -4.362 -0.172 0.68
C -0.080 -4.733 -1.015 -0.50
I -0.096 -6.514 -2.070 0.23
C 0.990 -3.820 -1.081 0.79
C 2.186 -4.085 -1.973 -0.54
O 3.103 -4.736 -1.602 -0.42
N 2.160 -3.438 -3.268 0.22
C 2.650 -2.144 -3.245 0.19
O 2.442 -1.301 -4.039 -0.44
F 3.404 -1.860 -2.179 -0.08
N 1.114 -2.701 -0.425 -0.65
N 0.119 -2.351 0.371 0.72
C 0.332 -1.062 1.064 -1.88
C 0.069 0.125 0.143 0.17
C -1.399 0.420 -0.159 0.38
C -2.023 1.512 0.726 -0.84
O -1.097 2.010 1.704 -0.24
C -1.526 1.884 2.977 0.01
O -1.573 0.811 3.518 -0.50
C -0.957 -3.125 0.483 0.88
Cl -2.203 -2.546 1.506 -0.02
H -4.173 -3.765 -6.066 0.35
H -3.473 -2.348 -5.290 0.30
H -2.539 -3.840 -5.394 0.32
H -3.889 -3.108 -3.180 0.32
H -5.189 -4.014 -3.990 0.29
H -2.392 -5.151 -3.680 -0.06
H -3.833 -5.967 -4.241 0.45
H -3.142 -6.621 -1.939 0.34
H -4.819 -6.076 -2.074 0.42
H -3.061 -3.848 -1.514 -0.01
H -4.347 -4.396 -0.486 0.47
H -2.773 -4.977 1.022 0.46
H -2.143 -6.226 -0.043 0.74
H 1.226 -3.436 -3.671 0.30
H -0.177 -1.029 2.020 0.71
H 1.397 -1.052 1.285 0.20
H 0.617 0.975 0.530 0.64
H 0.547 -0.120 -0.808 0.01
H -2.024 -0.468 -0.128 0.18
H -1.442 0.775 -1.186 -0.22
H -2.358 2.347 0.122 0.42
H -2.913 1.106 1.200 0.37
H -1.815 2.775 3.541 0.42
C -4.859 3.089 4.757 -0.10
N -5.333 2.524 3.465 0.98
O -4.634 2.689 2.483 -0.53
O -6.390 1.932 3.471 -0.57
H -3.913 3.584 4.594 -0.17
H -5.612 3.792 5.100 0.34
H -4.752 2.261 5.453 0.10
C 5.174 -0.009 -0.567 -0.58
N 4.970 0.813 0.657 0.94
O 4.102 0.457 1.434 -0.55
O 5.676 1.783 0.797 -0.57
H 4.470 -0.826 -0.535 0.09
H 4.998 0.630 -1.427 0.34
H 6.198 -0.371 -0.560 0.32
C -0.618 0.460 -4.125 -0.48
N -1.290 -0.705 -4.772 1.02
O -2.502 -0.692 -4.830 -0.59
O -0.574 -1.590 -5.195 -0.54
H -1.382 1.158 -3.803 0.40
H -0.046 0.086 -3.281 -0.12
H 0.039 0.908 -4.863 0.31
C 1.218 4.850 0.028 -0.87
N 0.256 3.904 -0.598 1.00
O -0.919 4.182 -0.563 -0.56
O 0.713 2.893 -1.109 -0.55
H 0.668 5.685 0.434 0.33
H 1.742 4.308 0.810 0.35
H 1.905 5.175 -0.748 0.34
C -2.412 7.488 4.439 -0.64
N -2.941 6.119 4.196 0.93
O -4.000 6.010 3.621 -0.52
O -2.261 5.192 4.598 -0.55
H -3.116 8.203 4.030 0.32
H -2.305 7.609 5.512 0.30
H -1.449 7.553 3.941 0.14
C 2.559 -6.087 -5.498 -0.61
N 1.612 -7.109 -6.016 0.93
O 0.426 -6.839 -5.997 -0.51
O 2.091 -8.142 -6.418 -0.55
H 1.990 -5.226 -5.182 0.15
H 3.098 -6.532 -4.666 0.27
H 3.236 -5.830 -6.307 0.34
C 2.565 8.197 3.175 -0.75
N 1.844 7.573 2.034 0.92
O 2.302 7.711 0.921 -0.53
O 0.828 6.950 2.290 -0.52
H 3.439 8.708 2.792 0.29
H 1.879 8.894 3.648 0.30
H 2.844 7.406 3.856 0.33
C 6.274 -2.790 -3.771 -0.66
N 7.328 -1.752 -3.934 0.93
O 8.436 -2.115 -4.249 -0.54
O 6.987 -0.603 -3.729 -0.54
H 6.705 -3.763 -3.974 0.34
H 5.918 -2.727 -2.747 0.21
H 5.481 -2.557 -4.476 0.25
C 5.965 5.296 5.475 -0.69
N 5.053 6.395 5.895 0.83
O 4.581 7.108 5.024 -0.56
O 4.839 6.511 7.077 -0.50
H 6.058 5.319 4.396 0.31
H 6.922 5.468 5.956 0.28
H 5.524 4.363 5.812 0.28
C -4.405 -1.076 5.119 -0.51
N -4.345 -0.659 6.548 0.94
O -3.719 0.356 6.784 -0.53
O -4.912 -1.352 7.359 -0.56
H -3.851 -0.352 4.530 0.00
H -3.954 -2.062 5.053 0.33
H -5.451 -1.106 4.826 0.33

12
Properties=species:S:1:pos:R:3:mulliken_charge:R:1 method="wB97M-V/def2-TZVPD" smiles="N=C=NN.N=C=N" homo_lumo_gap_ev=9.7 spin_multiplicity=1
N 0.690 1.297 0.328 -0.58
C -0.480 1.625 0.227 0.39
N -1.606 1.703 -0.183 -0.10
N -2.861 1.781 0.366 -0.48
H 1.426 1.948 0.546 0.18
H -3.000 1.117 1.125 0.25
H -3.534 1.616 -0.378 0.26
N 1.266 -1.564 0.407 -0.44
C 1.899 -2.241 -0.356 0.38
N 2.663 -3.030 -0.860 -0.50
H 1.071 -0.574 0.371 0.39
H 2.465 -3.678 -1.594 0.25

15
Properties=species:S:1:pos:R:3:lowdin_spin:R:1 method="wB97M-V/def2-TZVPD" homo_lumo_gap_ev="8.0 / 6.8" spin_multiplicity=5 charge=+2
O 1.894 0.562 -0.758 0.18
C 2.296 -0.402 -0.029 0.04
C -0.447 0.006 0.512 0.02
O 3.428 -0.323 0.524 0.21
O 1.502 -1.394 0.286 0.02
C 0.116 -1.285 -0.067 0.00
Ir 3.594 1.285 -0.510 2.55
H -0.582 0.769 -0.263 0.01
H 0.085 0.309 1.421 0.00
H 0.014 -1.294 -1.158 0.00
H -0.369 -2.165 0.365 0.00
O -3.920 -0.356 0.949 0.17
C -2.848 0.067 0.306 0.61
O -1.824 -0.304 1.021 0.18
H -4.704 -0.080 0.459 0.01

142
Properties=species:S:1:pos:R:3:mulliken_charge:R:1 method="wB97M-V/def2-TZVPD" homo_lumo_gap_ev=7.4 spin_multiplicity=1 charge=+1
C 0.431 3.948 -1.722 -0.96
C -0.501 3.109 -0.675 -0.66
C -1.977 2.787 -1.226 -0.15
Cl -2.372 4.028 -2.567 -0.09
C -2.113 1.332 -1.955 -1.69
C -3.661 0.956 -2.137 -0.20
C -3.811 -0.030 -3.441 -0.81
C -5.308 0.282 -4.028 0.33
C -6.182 -1.077 -4.181 -1.16
Cl -5.244 1.158 -5.638 -0.17
N -4.313 0.254 -0.982 0.44
P -5.483 1.246 -0.024 0.64
N -7.089 0.802 -0.697 -0.72
O -5.339 2.915 -0.340 -0.47
C -3.377 -0.412 -0.013 0.41
N -4.057 -1.712 0.369 -0.52
C -3.177 0.389 1.384 -0.83
O -2.384 1.347 1.570 -0.55
N -3.954 -0.069 2.593 0.02
C -3.714 0.828 3.740 0.58
O -4.600 1.572 4.210 -0.45
F -2.447 0.866 4.436 -0.22
C -2.003 -0.844 -0.728 -0.61
C -0.980 -1.559 0.334 -0.79
C -0.521 -3.052 -0.169 -0.01
C -1.179 -4.167 0.783 -0.19
N -2.596 -4.555 0.726 -0.43
O -0.453 -4.787 1.632 -0.55
N -1.244 0.272 -1.361 1.29
C -0.284 -0.252 -2.408 -0.55
C 0.924 0.760 -2.729 -0.75
C 2.215 0.020 -3.395 1.01
F 2.569 0.842 -4.539 -0.35
F 1.884 -1.266 -3.944 -0.32
C 3.446 -0.005 -2.369 0.52
F 2.953 -0.623 -1.161 -0.20
F 3.794 1.344 -1.990 -0.34
C 4.799 -0.672 -2.928 0.42
F 4.717 -1.050 -4.318 -0.29
F 5.843 0.325 -2.890 -0.27
C 5.285 -1.986 -2.142 0.61
F 6.357 -2.545 -2.934 -0.30
F 4.246 -2.970 -2.170 -0.26
C 5.906 -1.722 -0.681 0.56
F 5.631 -0.442 -0.138 -0.24
F 7.324 -1.922 -0.747 -0.24
C 5.373 -2.843 0.378 0.50
F 5.715 -4.172 -0.021 -0.23
F 3.994 -2.702 0.683 -0.14
F 6.105 -2.609 1.593 -0.22
H 1.519 3.851 -1.361 0.35
H 0.387 3.544 -2.788 0.02
H 0.132 5.059 -1.778 0.32
H -0.643 3.831 0.224 0.41
H 0.073 2.212 -0.264 0.35
H -2.756 2.965 -0.412 0.36
H -1.704 1.512 -3.027 0.86
H -4.197 1.932 -2.464 0.41
H -3.670 -1.133 -3.173 0.22
H -3.081 0.338 -4.256 0.44
H -5.919 0.956 -3.309 0.06
H -5.683 -1.671 -5.040 0.37
H -6.154 -1.707 -3.208 0.29
H -7.274 -0.844 -4.489 0.35
H -4.884 -0.524 -1.400 0.93
H -6.973 0.108 -1.470 0.28
H -7.449 1.646 -1.200 0.34
H -6.179 3.315 -0.665 0.32
H -5.029 -1.525 0.686 0.35
H -3.527 -2.198 1.107 0.36
H -3.507 -0.973 2.868 0.35
H -2.291 -1.614 -1.551 0.29
H -1.447 -1.718 1.366 0.56
H -0.035 -0.898 0.443 0.29
H 0.619 -3.096 -0.038 0.15
H -0.864 -3.219 -1.254 0.38
H -2.809 -5.309 1.414 0.28
H -2.849 -4.923 -0.205 0.27
H 0.179 -1.258 -2.126 0.34
H -0.833 -0.430 -3.419 -0.06
H 0.525 1.505 -3.521 0.39
H 1.304 1.318 -1.804 -0.05
C 5.108 -0.663 4.001 -0.73
C 5.198 0.535 4.908 0.68
O 4.438 1.478 4.786 -0.56
C 6.263 0.521 5.971 -1.09
H 4.296 -0.515 3.285 0.22
H 6.043 -0.783 3.449 0.20
H 4.897 -1.560 4.588 0.36
H 7.250 0.454 5.508 0.31
H 6.104 -0.322 6.646 0.32
H 6.210 1.447 6.549 0.30
C 2.105 -5.537 6.122 -1.02
C 1.075 -6.466 5.536 0.83
O 0.119 -6.843 6.189 -0.56
C 1.272 -6.909 4.111 -0.87
H 1.835 -5.301 7.154 0.30
H 3.085 -6.019 6.119 0.32
H 2.138 -4.608 5.548 0.26
H 2.215 -7.453 4.018 0.33
H 1.268 -6.041 3.448 0.16
H 0.455 -7.574 3.822 0.27
C 8.571 -4.262 0.800 -0.64
C 9.712 -5.042 1.397 0.59
O 9.554 -6.177 1.808 -0.56
C 11.055 -4.365 1.465 -1.14
H 7.668 -4.873 0.816 0.25
H 8.393 -3.358 1.385 0.21
H 8.800 -4.003 -0.236 0.32
H 10.987 -3.465 2.081 0.31
H 11.395 -4.110 0.459 0.32
H 11.781 -5.044 1.918 0.32
C -3.805 -1.089 9.293 -1.10
C -4.064 -1.223 7.816 0.79
O -4.190 -2.315 7.292 -0.58
C -4.161 0.046 7.011 -0.68
H -3.760 -2.082 9.744 0.31
H -2.850 -0.585 9.459 0.32
H -4.615 -0.527 9.763 0.31
H -3.222 0.599 7.075 0.35
H -4.987 0.658 7.379 0.35
H -4.349 -0.205 5.967 -0.07
C -5.968 7.403 -4.322 -1.23
C -4.806 6.650 -3.731 0.80
O -4.933 5.507 -3.324 -0.48
C -3.481 7.363 -3.663 -0.64
H -6.856 6.768 -4.308 0.30
H -6.169 8.299 -3.732 0.34
H -5.748 7.673 -5.357 0.33
H -3.572 8.257 -3.043 0.37
H -3.152 7.631 -4.669 0.23
H -2.736 6.701 -3.215 0.00
C 0.559 4.818 -6.719 -1.07
C 0.594 5.646 -5.462 0.88
O 0.976 5.175 -4.405 -0.51
C 0.139 7.078 -5.562 -1.10
H 0.913 3.809 -6.498 0.20
H -0.465 4.755 -7.094 0.32
H 1.212 5.261 -7.474 0.37
H -0.903 7.115 -5.885 0.22
H 0.774 7.621 -6.265 0.41
H 0.219 7.552 -4.581 0.27

14
Properties=species:S:1:pos:R:3:mulliken_charge:R:1 method="wB97M-V/def2-TZVPD" homo_lumo_gap_ev=9.8 spin_multiplicity=1 charge=+1
C 0.048 1.305 1.505 0.46
N 1.083 1.862 1.508 -0.24
N 0.196 -0.186 0.057 -0.71
N -1.191 1.315 1.735 -0.33
N 0.212 -1.743 -2.290 -0.73
H 2.074 1.881 1.974 0.38
H 0.264 -2.659 -1.977 0.26
H 1.055 -0.460 -0.455 0.31
H -0.301 -1.128 0.153 0.29
H -1.705 0.494 2.018 0.26
H -1.624 2.169 1.992 0.26
H 0.901 -1.677 -2.991 0.24
H -0.704 -1.599 -2.715 0.25
H -0.309 0.425 -0.515 0.30

63
Properties=species:S:1:pos:R:3:mulliken_charge:R:1 method="wB97M-V/def2-TZVPD" smiles="CCCCCC[C@H]1CC(=O)O[C@@H]1CCC(C)C.CC#N.CC#N.CC#N" homo_lumo_gap_ev=10.6 spin_multiplicity=1
C 5.203 -0.144 0.546 -0.91
C 5.335 1.381 0.352 -0.45
C 4.632 1.919 -0.909 -0.87
C 3.212 2.489 -0.661 -0.91
C 2.056 1.743 -1.359 -0.93
C 1.181 0.861 -0.437 -0.68
C 1.014 -0.574 -0.919 -0.07
C 1.810 -1.696 -0.245 -0.57
C 1.193 -2.908 -0.906 0.42
O 1.666 -3.997 -1.094 -0.62
O -0.050 -2.573 -1.341 -0.45
C -0.358 -1.247 -0.822 0.21
C -1.568 -0.605 -1.484 -0.81
C -2.821 -0.680 -0.608 -0.67
C -3.938 0.344 -0.919 1.07
C -3.429 1.707 -1.367 -1.76
C -4.752 0.563 0.378 -1.65
H 4.508 -0.386 1.350 0.18
H 4.820 -0.600 -0.367 0.31
H 6.160 -0.620 0.751 0.20
H 6.395 1.628 0.297 0.30
H 4.944 1.896 1.227 0.36
H 5.248 2.731 -1.296 0.31
H 4.575 1.138 -1.668 0.48
H 3.208 3.513 -1.038 0.43
H 3.024 2.571 0.410 0.52
H 1.409 2.494 -1.815 0.42
H 2.463 1.162 -2.187 0.47
H 1.648 0.839 0.550 0.51
H 0.207 1.334 -0.324 0.38
H 1.290 -0.675 -1.975 0.23
H 2.893 -1.664 -0.322 0.08
H 1.585 -1.736 0.826 0.38
H -0.548 -1.408 0.246 0.28
H -1.735 -1.172 -2.401 0.32
H -1.294 0.421 -1.713 0.46
H -3.249 -1.675 -0.763 -0.17
H -2.571 -0.618 0.451 0.44
H -4.635 -0.095 -1.634 0.24
H -4.258 2.400 -1.498 0.48
H -2.723 2.104 -0.634 0.32
H -2.915 1.652 -2.329 0.42
H -4.071 0.661 1.223 0.42
H -5.295 1.505 0.312 0.44
H -5.452 -0.249 0.576 0.32
C 8.764 -0.342 2.621 -0.84
C 7.799 0.668 3.026 0.41
N 7.036 1.461 3.346 -0.39
H 8.587 -1.274 3.155 0.27
H 8.684 -0.538 1.552 0.27
H 9.778 -0.008 2.834 0.32
C -5.251 -4.255 -1.712 -0.69
C -6.185 -3.139 -1.692 0.40
N -6.915 -2.255 -1.678 -0.40
H -5.560 -5.023 -1.005 0.27
H -5.208 -4.697 -2.705 0.27
H -4.251 -3.921 -1.441 0.17
C -7.658 1.400 3.241 -0.80
C -6.336 1.997 3.138 0.40
N -5.290 2.459 3.058 -0.40
H -7.837 1.043 4.254 0.29
H -8.426 2.130 2.992 0.27
H -7.748 0.559 2.556 0.26

Values of maximum force, in order: 0.0067, 0.0301, 0.0257, 0.0240, 0.1891, 0.1179, 0.0723, 0.0210, all in hartree/bohr.
Values of DFT total energy, in order: -5626.284331, -1885.052276, -4434.718271, -352.903239, -634.971295, -5343.366178, -262.210912, -1137.077873, all in a.u..